Formula: C2H3IO
Source: the OMol25 dataset
Level of theory: wB97M-V/def2-TZVPD

Its structure (SMILES) is CC(=O)I. For the HOMO-LUMO gap, the calculation gives 10.08 eV. For the relative energy (zero: lowest compared OMol25 entry of this formula, charge and spin), the calculation gives 0.3180 eV. As for the LUMO energy: 0.429 eV.

Each line ends with the Löwdin charge.
Element x y z (Å)
I 2.2119 0.9917 0.2611  0.731
O 0.7058 -0.6950 -1.5791  -0.025
C 0.4985 -0.1315 -0.5109  -0.839
C -0.7076 -0.1311 0.3036  -0.097
H -0.7469 -0.9188 0.9542  0.066
H -1.4383 0.1638 -0.4332  0.102
H -0.5233 0.7210 1.0043  0.062